This record from the OMol25 dataset describes C55H57NO6S2Sb2SiTi as an isolated structure. The level of theory is ωB97M-V with the def2-TZVPD basis set.

total charge: -2
orbital gap (alpha / beta): 3.60 / 5.43 eV
expectation value of S²: 2.01
multiplicity: 3
relative energy (zero: lowest compared OMol25 entry of this formula, charge and spin): 10.65 kJ/mol
HOMO level (alpha / beta): -0.04 / -1.87 eV

Last column: Löwdin charge in e.
CARTESIAN COORDINATES (ANGSTROEM)
Ti -0.22632 0.38196 0.29626  0.249
C 0.82297 -0.18248 -2.92879  -0.387
C 1.06351 -1.67002 -2.57460  -0.331
C 1.32612 -1.93681 -1.07073  -0.377
Sb 3.40535 -1.40996 -0.54723  1.269
C 3.81369 -2.73061 1.11420  -0.386
C 4.17960 -2.12631 2.32444  -0.162
C 4.46753 -2.89627 3.44822  -0.108
C 4.40934 -4.28871 3.37589  -0.121
C 4.07442 -4.90066 2.16968  -0.108
C 3.78718 -4.12525 1.04497  -0.121
C 4.05996 -2.93446 -2.10040  -0.354
C 5.07330 -2.47434 -2.95254  -0.165
C 5.53691 -3.23121 -4.03378  -0.117
C 4.98867 -4.48401 -4.28926  -0.128
C 3.96921 -4.96544 -3.46743  -0.110
C 3.51202 -4.19561 -2.39684  -0.151
Sb 2.34659 1.23777 -2.31493  1.358
C 3.16272 1.33423 -4.39182  -0.355
C 3.03354 0.31120 -5.34006  -0.141
C 3.83393 0.26691 -6.48769  -0.110
C 4.79492 1.24840 -6.70947  -0.128
C 4.94649 2.27949 -5.78107  -0.120
C 4.14854 2.30868 -4.63650  -0.159
C 1.02459 2.95152 -2.51100  -0.376
C -0.04878 3.01234 -3.39334  -0.114
C -0.85107 4.14747 -3.48001  -0.091
C -0.59977 5.24165 -2.66301  -0.109
C 0.45199 5.19198 -1.75686  -0.105
C 1.25976 4.05577 -1.68762  -0.163
H -0.08817 0.15594 -2.46663  0.006
H 0.69595 -0.05666 -4.00808  0.021
H 1.89597 -2.04932 -3.16370  0.069
H 0.18303 -2.24523 -2.88958  0.101
H 1.15231 -2.97517 -0.80003  0.056
H 0.61309 -1.35828 -0.46577  -0.033
H 4.19636 -1.03864 2.39292  0.073
H 4.72637 -2.41043 4.38626  0.092
H 4.62015 -4.89253 4.25376  0.085
H 4.02912 -5.98583 2.10529  0.089
H 3.53471 -4.62021 0.10833  0.069
H 5.50282 -1.49077 -2.77459  0.072
H 6.31569 -2.83563 -4.68213  0.088
H 5.33781 -5.07460 -5.12760  0.083
H 3.52499 -5.93775 -3.66882  0.089
H 2.69270 -4.58635 -1.79213  0.086
H 2.29458 -0.47855 -5.19393  0.080
H 3.70878 -0.54348 -7.20367  0.094
H 5.43432 1.20314 -7.58468  0.085
H 5.69853 3.04725 -5.94306  0.087
H 4.29528 3.10830 -3.90990  0.083
H -0.27434 2.15853 -4.01413  0.079
H -1.67411 4.17387 -4.19165  0.096
H -1.22579 6.12666 -2.72394  0.092
H 0.63740 6.03110 -1.09650  0.094
H 2.09335 4.02775 -0.99460  0.092
O 0.96233 -2.24163 1.91140  -0.148
H 1.31416 -1.30667 1.83032  -0.097
H 1.06771 -2.46372 2.84437  0.039
O -0.62694 2.40255 0.68823  -0.174
H -0.08532 2.95261 0.15903  0.002
H -1.49365 2.30375 0.19112  0.034
S 1.94288 0.67486 1.01531  -0.068
C -0.69129 4.09331 -8.58711  -0.051
C -1.15510 2.85090 -7.87396  -0.286
C -0.23964 1.96797 -7.34095  -0.023
C -0.65728 0.81638 -6.68062  -0.045
C -2.00312 0.55623 -6.56578  -0.294
C -2.93650 1.41127 -7.10225  -0.050
C -2.49999 2.56246 -7.76143  -0.042
S -2.51457 -0.87622 -5.68084  0.609
O -1.50426 -1.87588 -5.85244  -0.289
O -3.85560 -1.14975 -6.11031  -0.308
N -2.44116 -0.37812 -4.12499  -0.106
C -3.60049 0.40376 -3.55725  -0.180
C -3.77297 0.04710 -2.08153  -0.102
C -2.66245 0.57237 -1.19491  -0.635
O -2.75909 1.75503 -0.80230  -0.007
O -1.68675 -0.21494 -0.93557  -0.186
H 0.28147 4.41662 -8.21566  0.078
H -1.39971 4.91038 -8.45231  0.073
H -0.59557 3.91102 -9.65726  0.078
H 0.82131 2.18318 -7.42396  0.119
H 0.06055 0.10968 -6.26039  0.105
H -3.98916 1.16547 -7.00289  0.112
H -3.22489 3.24762 -8.19144  0.110
H -2.20429 -1.20550 -3.56135  0.115
H -4.51426 0.14855 -4.08573  0.100
H -3.42789 1.47395 -3.67034  0.117
H -3.82737 -1.04252 -1.99290  0.116
H -4.70342 0.47980 -1.72326  0.122
C -4.90111 2.45450 4.24794  -0.136
C -3.62497 2.89686 3.90388  -0.111
C -2.72464 2.03140 3.28258  -0.107
C -3.05277 0.69540 2.99663  -0.258
C -4.34552 0.27521 3.35481  -0.106
C -5.26053 1.13880 3.96552  -0.118
Si -1.65878 -0.42843 2.24363  0.730
C -0.87438 -0.85950 3.96626  -0.275
C -1.44042 -1.80115 4.84455  -0.109
C -0.85681 -2.11060 6.07605  -0.117
C 0.31155 -1.46915 6.47489  -0.133
C 0.88223 -0.51328 5.63570  -0.106
C 0.29887 -0.21670 4.40069  -0.114
C -2.62955 -2.01928 1.75276  -0.273
C -3.78173 -1.88882 0.95126  -0.134
C -4.45926 -2.99228 0.42931  -0.116
C -3.99182 -4.27929 0.68078  -0.132
C -2.84365 -4.44134 1.45396  -0.107
C -2.17518 -3.32996 1.97605  -0.104
H -5.60727 3.12415 4.73075  0.080
H -3.33223 3.92477 4.11707  0.088
H -1.73484 2.39678 3.00781  0.089
H -4.64470 -0.75423 3.16208  0.087
H -6.25389 0.78029 4.22809  0.084
H -2.36261 -2.31078 4.55481  0.095
H -1.31376 -2.85474 6.72118  0.084
H 0.77019 -1.70818 7.43005  0.081
H 1.79609 -0.00644 5.93506  0.090
H 0.77858 0.50490 3.74276  0.061
H -4.15809 -0.88720 0.73112  0.097
H -5.35070 -2.84694 -0.17925  0.089
H -4.50897 -5.14383 0.27291  0.082
H -2.46132 -5.44063 1.64666  0.088
H -1.27225 -3.48303 2.55648  0.085


This record from the OMol25 dataset describes C55H60FFeN7O5 as an isolated structure. The level of theory is ωB97M-V with the def2-TZVPD basis set.

total charge: -2
orbital gap (alpha / beta): 3.49 / 3.55 eV
expectation value of S²: 6.02
multiplicity: 5
HOMO level (alpha / beta): 0.05 / -0.01 eV

Last column: Löwdin charge in e.
CARTESIAN COORDINATES (ANGSTROEM)
Fe 0.14486 0.09623 0.33057  0.835
C -1.09392 4.41131 -3.93609  -0.103
C 0.03419 4.67985 -2.93799  -0.208
C -0.10010 3.85918 -1.69388  -0.151
C -0.60165 4.25252 -0.48028  -0.154
C -1.03738 5.62599 -0.08327  -0.207
C 0.16827 6.42714 0.41771  -0.100
C -0.48026 3.12730 0.40898  -0.255
N 0.07006 2.07433 -0.26452  0.043
C 0.35225 2.50823 -1.52393  -0.246
C 1.20511 1.84642 -2.40068  0.002
C 1.98033 0.75541 -2.03107  -0.247
C 3.08440 0.24432 -2.79385  -0.153
C 3.52478 0.79301 -4.11267  -0.204
C 4.42465 2.01349 -3.90661  -0.103
C 3.66727 -0.72552 -2.02955  -0.141
C 2.87775 -0.83175 -0.82241  -0.246
C 3.11211 -1.73334 0.20050  0.056
C 2.30333 -1.96833 1.31972  -0.234
N 1.09195 -1.36724 1.54913  0.086
C 0.59408 -1.90086 2.67275  -0.222
C -0.74371 -1.49505 3.20654  -0.107
C -0.75102 -0.00300 3.32240  -0.223
N -0.62031 0.76449 2.23000  0.081
C -0.68295 2.07015 2.64556  -0.247
C -0.74169 3.15951 1.76912  0.042
C -0.78422 2.10708 4.05956  -0.163
C -0.81831 0.78136 4.48809  -0.161
C -0.97722 0.31843 5.90237  -0.198
C -2.44757 0.36750 6.32330  -0.098
C -0.71177 3.32526 4.92704  -0.208
C 0.73935 3.62196 5.32405  -0.104
C 1.47338 -2.85333 3.21964  -0.167
C 2.56433 -2.90514 2.35698  -0.154
C 3.76933 -3.78397 2.47730  -0.207
C 4.96209 -3.01180 3.05211  -0.106
C 1.22361 -3.66026 4.45442  -0.204
C 1.72301 -2.96718 5.72695  -0.096
N 1.88258 0.09769 -0.84788  0.055
C 4.85092 -1.56340 -2.39486  -0.208
C 4.41392 -2.89131 -3.01323  -0.096
H -0.97061 5.03093 -4.82683  0.057
H -2.05796 4.63680 -3.48508  0.067
H -1.09551 3.36320 -4.22498  0.062
H 0.02290 5.73990 -2.66849  0.094
H 0.99413 4.47404 -3.42466  0.100
H -1.78747 5.56212 0.70578  0.098
H -1.49163 6.13779 -0.93616  0.097
H 0.62178 5.92023 1.26544  0.069
H -0.11279 7.43662 0.72017  0.057
H 0.92296 6.49201 -0.36317  0.067
H 1.37737 2.29211 -3.36930  0.082
H 2.64946 1.07621 -4.70184  0.100
H 4.06620 0.02699 -4.67119  0.096
H 5.26320 1.75003 -3.26743  0.068
H 3.87130 2.81121 -3.41799  0.064
H 4.81355 2.38040 -4.85539  0.054
H 3.98804 -2.36452 0.10776  0.097
H -0.91395 -1.95284 4.18807  0.148
H -1.01993 4.11323 2.20210  0.092
H -0.38910 0.95768 6.57294  0.097
H -0.59601 -0.70129 6.00037  0.083
H -2.79304 1.39934 6.32114  0.061
H -2.58511 -0.04696 7.32255  0.055
H -3.04357 -0.19080 5.60717  0.054
H -1.30794 3.18614 5.83387  0.090
H -1.11271 4.19009 4.39310  0.091
H 1.15320 2.78845 5.88791  0.063
H 0.81130 4.52651 5.93239  0.054
H 1.34278 3.75014 4.42864  0.072
H 4.03967 -4.18840 1.49580  0.099
H 3.53771 -4.63756 3.12251  0.093
H 4.72055 -2.63308 4.04435  0.059
H 5.19209 -2.16656 2.40705  0.066
H 5.85058 -3.64037 3.13206  0.053
H 1.71319 -4.63283 4.36261  0.096
H 0.15185 -3.85081 4.53547  0.096
H 2.80941 -2.89388 5.71243  0.056
H 1.42398 -3.51677 6.62362  0.057
H 1.31736 -1.95915 5.79063  0.056
H 5.46104 -1.76242 -1.50870  0.099
H 5.47689 -1.01728 -3.10884  0.095
H 3.72411 -3.39700 -2.34562  0.074
H 5.27630 -3.53297 -3.19738  0.055
H 3.89031 -2.71865 -3.94852  0.069
C -3.70442 -1.43225 -6.43944  -0.030
C -3.23610 -0.01610 -6.07495  -0.328
C -4.22801 1.06795 -6.50489  -0.141
C -5.50768 0.99197 -5.68154  -0.149
C -5.16406 0.99719 -4.21712  -0.140
C -6.11423 1.47044 -3.29363  0.037
C -5.76793 1.54433 -1.96070  -0.257
F -6.70831 2.02390 -1.07995  0.023
C -4.53602 1.15765 -1.49612  0.060
C -3.59529 0.59827 -2.39203  -0.025
C -2.35913 0.05376 -1.86231  -0.277
O -2.09750 0.12149 -0.63321  0.006
C -1.52075 -0.59069 -2.84783  -0.013
C -1.83789 -0.52658 -4.15889  0.030
N -2.97196 0.07771 -4.65499  -0.006
C -3.91836 0.55491 -3.77053  -0.087
C -0.34618 -1.49345 -2.42905  -0.641
O 0.25515 -2.06770 -3.34548  -0.019
O -0.16147 -1.63455 -1.19938  -0.041
H -3.86279 -1.52069 -7.51346  0.077
H -4.62517 -1.67945 -5.91738  0.078
H -2.93971 -2.14477 -6.13788  0.080
H -2.28575 0.16374 -6.60091  0.149
H -4.44106 0.96617 -7.57363  0.114
H -3.76584 2.04508 -6.33927  0.124
H -6.07548 0.09057 -5.94343  0.113
H -6.15057 1.84819 -5.91207  0.115
H -7.08738 1.78643 -3.63826  0.118
H -4.23946 1.27444 -0.47029  0.124
H -1.17657 -0.97955 -4.88465  0.136
C -5.08416 -0.75786 1.18897  -0.030
N -3.85449 -1.50618 1.23991  -0.048
C -3.54054 -2.39937 0.26606  -0.073
C -2.49369 -3.22793 0.38912  0.020
C -1.62768 -3.13170 1.54486  -0.401
O -0.86602 -4.00546 1.91101  0.100
N -1.81547 -1.95819 2.28818  0.146
C -2.99873 -1.26912 2.30474  -0.425
O -3.35036 -0.55283 3.22399  0.088
H -5.89442 -1.29781 1.69179  0.092
H -5.35707 -0.56371 0.15438  0.068
H -4.93052 0.18503 1.71083  0.096
H -4.21292 -2.43359 -0.58053  0.128
H -2.26442 -3.97750 -0.34773  0.115


This record from the OMol25 dataset describes a 10-piece molecular cluster, C55H62BrClIN10 overall. The level of theory is ωB97M-V with the def2-TZVPD basis set.

total charge: +1
orbital gap: 7.19 eV
HOMO level: -10.88 eV

Last column: Löwdin charge in e.
CARTESIAN COORDINATES (ANGSTROEM)
C -0.60659 -3.08252 6.46314  -0.079
C 0.08085 -3.84483 5.31558  -0.305
C -0.31114 -3.37407 3.91569  -0.648
I 0.73729 -4.59518 2.47893  1.095
C -0.07849 -1.88308 3.65774  -0.360
N 0.98182 -1.45727 2.71004  0.117
C 0.79460 -0.27697 2.25468  0.044
C -0.50541 0.28234 2.70108  -0.257
C -0.52711 1.51062 3.62812  -0.214
C 0.06215 1.33837 5.02642  -0.709
C 1.55316 1.07251 5.09058  -0.110
Cl -0.25665 2.92072 5.82471  0.702
C -1.23024 -1.02363 3.12655  -0.623
Br -2.75152 -0.86634 4.24847  0.888
H 0.12316 -2.84160 7.23561  0.082
H -1.37996 -3.68608 6.93303  0.084
H -1.04428 -2.13351 6.15244  0.020
H 1.16694 -3.82714 5.42460  0.104
H -0.20672 -4.89450 5.37666  0.101
H -1.35582 -3.61144 3.72244  0.080
H 0.25476 -1.45512 4.61153  0.130
H 1.78962 -2.02442 2.46276  0.105
H 1.54363 0.17639 1.60573  0.136
H -0.99372 0.64752 1.78767  0.155
H -1.58188 1.76565 3.73512  0.099
H -0.05675 2.36394 3.13673  0.104
H -0.51023 0.61791 5.60902  0.075
H 1.82570 0.10993 4.65206  0.062
H 2.11074 1.87511 4.60739  0.091
H 1.87020 1.04172 6.13211  0.085
H -1.54457 -1.48453 2.18731  0.117
N -3.49091 5.93078 4.69727  0.056
C -2.41960 5.19143 4.42124  -0.177
C -1.89939 5.04163 3.14358  -0.080
C -2.52340 5.68606 2.08849  -0.073
C -3.64132 6.45704 2.36089  -0.066
C -4.08020 6.54927 3.67552  -0.151
H -1.94401 4.67348 5.24694  0.029
H -1.01911 4.43381 2.97830  0.075
H -2.14190 5.58734 1.08036  0.070
H -4.16069 6.97906 1.56783  0.094
H -4.94957 7.14854 3.92297  0.104
N -3.80527 8.79409 -1.16185  0.046
C -4.88524 9.19015 -1.83237  -0.160
C -5.55361 10.37861 -1.57787  -0.073
C -5.07874 11.20104 -0.56894  -0.077
C -3.95695 10.80195 0.13967  -0.071
C -3.35920 9.59705 -0.19749  -0.167
H -5.23128 8.52145 -2.61293  0.099
H -6.42517 10.64898 -2.15806  0.102
H -5.57397 12.13543 -0.33898  0.107
H -3.55052 11.40883 0.93700  0.102
H -2.47745 9.25148 0.33183  0.101
N 3.94439 0.44761 1.36175  0.023
C 4.29669 1.44874 0.55201  -0.145
C 5.52769 1.52923 -0.07860  -0.048
C 6.44619 0.51690 0.14468  -0.053
C 6.09895 -0.53012 0.98431  -0.060
C 4.84214 -0.51887 1.56407  -0.165
H 3.55553 2.22690 0.40457  0.102
H 5.76825 2.36263 -0.72571  0.082
H 7.41891 0.54624 -0.32803  0.107
H 6.78613 -1.33925 1.18893  0.107
H 4.54346 -1.32395 2.22874  0.094
N -0.87585 4.18829 -0.38050  0.055
C -1.67902 4.40289 -1.42013  -0.125
C -1.90934 3.46568 -2.42019  -0.067
C -1.27027 2.24054 -2.33373  -0.077
C -0.42875 2.00132 -1.25480  -0.086
C -0.26825 3.00620 -0.31496  -0.175
H -2.16355 5.37254 -1.45676  0.111
H -2.58193 3.69806 -3.23345  0.088
H -1.42194 1.48460 -3.09396  0.111
H 0.09546 1.05863 -1.15282  0.092
H 0.38222 2.86824 0.54695  0.087
N 7.34820 3.62236 -2.22740  0.041
C 8.30246 2.88674 -2.79592  -0.157
C 8.62661 2.95457 -4.14191  -0.068
C 7.92016 3.83364 -4.94681  -0.072
C 6.92513 4.60665 -4.37115  -0.068
C 6.68032 4.46531 -3.01379  -0.153
H 8.83842 2.21125 -2.13747  0.099
H 9.41481 2.33397 -4.54520  0.104
H 8.14291 3.91649 -6.00248  0.109
H 6.34924 5.30831 -4.95852  0.104
H 5.91284 5.05964 -2.52991  0.104
N -0.15915 -4.67718 -3.76732  0.058
C -0.36949 -4.49773 -2.46626  -0.166
C 0.49736 -4.94108 -1.47904  -0.103
C 1.64623 -5.61592 -1.86360  -0.083
C 1.87630 -5.81324 -3.21434  -0.063
C 0.94979 -5.32414 -4.12675  -0.143
H -1.28122 -3.97096 -2.20190  0.099
H 0.27286 -4.75608 -0.43656  -0.001
H 2.34876 -5.98313 -1.12519  0.102
H 2.75618 -6.33606 -3.56334  0.104
H 1.09534 -5.46308 -5.19255  0.081
N 0.62246 -6.91569 -7.18239  0.043
C -0.66019 -7.19530 -6.95913  -0.154
C -1.28329 -8.34616 -7.41791  -0.070
C -0.53630 -9.25486 -8.14998  -0.078
C 0.79934 -8.97572 -8.39085  -0.072
C 1.32912 -7.79784 -7.88603  -0.152
H -1.21245 -6.45910 -6.38412  0.101
H -2.32895 -8.52146 -7.20533  0.102
H -0.98676 -10.16397 -8.52666  0.106
H 1.42116 -9.65444 -8.95822  0.102
H 2.37083 -7.54728 -8.05392  0.103
N -5.10802 3.44331 -3.21986  0.052
C -6.20623 3.95035 -3.77674  -0.145
C -7.37485 3.22765 -3.96451  -0.067
C -7.40723 1.90518 -3.55396  -0.075
C -6.27186 1.36362 -2.97271  -0.070
C -5.15460 2.17177 -2.82906  -0.156
H -6.14530 4.98732 -4.08735  0.104
H -8.23608 3.69433 -4.42215  0.104
H -8.30013 1.30791 -3.68445  0.108
H -6.24981 0.33566 -2.63741  0.101
H -4.24879 1.78169 -2.37517  0.089
N 2.34295 -8.57839 4.26173  0.052
C 1.18630 -8.13319 3.77537  -0.191
C 0.06744 -8.93106 3.59421  -0.074
C 0.15316 -10.27221 3.93587  -0.076
C 1.34992 -10.75075 4.44204  -0.067
C 2.41087 -9.86706 4.58615  -0.151
H 1.16116 -7.07886 3.51870  -0.031
H -0.84618 -8.51173 3.19363  0.099
H -0.69590 -10.93109 3.80920  0.108
H 1.46455 -11.78898 4.72129  0.104
H 3.36106 -10.20850 4.98096  0.105